No. 1
{
  "formula": "C4H9NO2",
  "method": "ωB97M-V/def2-TZVPD",
  "elements": ["C", "N", "C", "O", "C", "C", "O", "H", "H", "H", "H", "H", "H", "H", "H", "H"],
  "xyz": [[2.114, -0.213, -1.199], [0.806, 0.183, -0.711], [0.644, 0.460, 0.507], [-0.149, 1.530, 0.900], [-1.400, 1.030, 0.547], [-1.420, -0.629, 0.779], [-1.499, -1.309, -0.448], [2.240, -1.270, -1.437], [2.264, 0.360, -2.123], [2.894, 0.100, -0.496], [1.117, 0.040, 1.395], [-2.183, 1.642, 1.041], [-1.545, 1.019, -0.533], [-0.806, -1.251, 1.492], [-2.382, -0.605, 1.237], [-0.694, -1.089, -0.952]],
  "total_charge": 0,
  "homo_energy_ev": -9.6,
  "smiles": "C/N=C/OCCO"
}



No. 2
{
  "formula": "C4H9NO2",
  "method": "ωB97M-V/def2-TZVPD",
  "elements": ["C", "N", "C", "O", "C", "C", "O", "H", "H", "H", "H", "H", "H", "H", "H", "H"],
  "xyz": [[2.163, -0.368, -1.228], [0.971, -0.019, -0.494], [0.974, 0.840, 0.431], [-0.085, 1.145, 1.183], [-1.426, 0.782, 0.762], [-1.841, -0.682, 0.616], [-1.285, -1.368, -0.459], [2.369, -1.432, -1.066], [1.976, -0.235, -2.298], [3.051, 0.212, -0.942], [1.855, 1.419, 0.729], [-2.054, 1.227, 1.540], [-1.625, 1.278, -0.195], [-1.736, -1.228, 1.568], [-2.924, -0.593, 0.437], [-0.386, -0.978, -0.584]],
  "total_charge": 0,
  "homo_energy_ev": -9.7,
  "smiles": "C/N=C/OCCO"
}



No. 3
{
  "formula": "C4H9NO2",
  "method": "ωB97M-V/def2-TZVPD",
  "elements": ["C", "C", "O", "C", "N", "C", "O", "H", "H", "H", "H", "H", "H", "H", "H", "H"],
  "xyz": [[-1.882, -0.937, -0.520], [-0.584, -0.137, -0.498], [-0.847, 1.246, -0.913], [0.069, -0.214, 0.841], [1.486, -0.300, 0.824], [2.251, 0.647, 0.366], [1.756, 1.778, -0.073], [-1.672, -2.004, -0.382], [-2.416, -0.805, -1.465], [-2.539, -0.618, 0.300], [0.074, -0.487, -1.311], [-1.418, 1.603, -0.216], [0.763, 1.728, -0.039], [-0.342, -0.943, 1.531], [1.967, -1.108, 1.208], [3.332, 0.550, 0.348]],
  "total_charge": 0,
  "homo_energy_ev": -6.8
}



No. 4
{
  "formula": "C4H9NO2",
  "method": "ωB97M-V/def2-TZVPD",
  "elements": ["C", "C", "O", "C", "C", "O", "N", "H", "H", "H", "H", "H", "H", "H", "H", "H"],
  "xyz": [[-2.339, -0.686, -0.330], [-0.724, 0.947, -0.908], [-0.117, 1.802, -0.302], [-0.818, -0.514, -0.578], [2.631, -0.422, -0.091], [3.395, -1.318, 0.231], [2.193, 0.474, 0.814], [-2.581, -0.334, 0.674], [-2.564, -1.741, -0.431], [-3.030, -0.155, -1.018], [-1.396, 1.260, -1.732], [2.139, 0.097, -1.269], [-0.183, -0.775, 0.295], [-0.524, -1.160, -1.423], [2.773, 0.610, 1.625], [1.514, 1.171, 0.545]],
  "total_charge": 0,
  "homo_energy_ev": -9.9
}



No. 5
{
  "formula": "C4H9NO2",
  "method": "ωB97M-V/def2-TZVPD",
  "elements": ["O", "C", "O", "C", "C", "C", "N", "H", "H", "H", "H", "H", "H", "H", "H", "H"],
  "xyz": [[2.217, -1.781, -0.110], [1.586, -0.831, 0.254], [2.127, 0.171, 0.976], [0.093, -0.602, 0.021], [-0.243, 0.855, -0.281], [-1.619, 1.335, 0.337], [-0.304, -1.520, -1.022], [3.019, -0.067, 1.272], [-0.407, -0.867, 0.963], [0.459, 1.533, 0.201], [-0.261, 1.091, -1.339], [-2.156, 0.499, 0.788], [-2.177, 1.774, -0.484], [-1.494, 2.064, 1.116], [-1.203, -1.423, -1.443], [0.363, -2.231, -1.250]],
  "total_charge": 0,
  "homo_energy_ev": -8.8,
  "smiles": "CC[C@@H](N)C(=O)O"
}



No. 6
{
  "formula": "C4H9NO2",
  "method": "ωB97M-V/def2-TZVPD",
  "elements": ["C", "N", "C", "C", "O", "C", "O", "H", "H", "H", "H", "H", "H", "H", "H", "H"],
  "xyz": [[-0.845, -1.917, -0.342], [0.063, -0.877, -0.781], [0.035, 0.483, -0.288], [1.443, 0.876, 0.167], [1.645, 2.274, 0.322], [-1.008, 0.627, 0.809], [-0.822, 0.963, 1.944], [-0.699, -2.799, -0.973], [-0.595, -2.291, 0.658], [-1.899, -1.606, -0.322], [0.443, -1.003, -1.701], [-0.310, 1.194, -1.047], [2.124, 0.503, -0.589], [1.670, 0.405, 1.131], [0.789, 2.650, 0.584], [-2.035, 0.519, 0.428]],
  "total_charge": 0,
  "homo_energy_ev": -9.0,
  "smiles": "CN[C@@H](C=O)CO"
}



No. 7
{
  "formula": "C4H9NO2",
  "method": "ωB97M-V/def2-TZVPD",
  "elements": ["C", "C", "N", "C", "C", "H", "H", "H", "H", "H", "H", "H", "O", "H", "H", "O"],
  "xyz": [[-0.524, 0.357, -1.421], [-0.881, -0.098, -0.191], [0.190, -0.950, 0.214], [1.061, -1.054, -0.873], [0.498, -0.472, -1.958], [-1.155, 0.993, -2.033], [-1.553, 0.588, 0.302], [-0.294, -1.848, 0.345], [1.861, -1.767, -1.022], [0.430, -0.834, -2.976], [1.695, 0.810, 0.805], [0.600, 1.437, 0.363], [1.155, 1.537, 1.165], [-0.560, 1.025, 2.329], [-1.497, -0.066, 2.107], [-1.027, 0.343, 2.842]],
  "total_charge": 0,
  "homo_energy_ev": -9.5,
  "smiles": "c1cc[nH]c1.O.O"
}



No. 8
{
  "formula": "C4H9NO2",
  "method": "ωB97M-V/def2-TZVPD",
  "elements": ["C", "N", "C", "C", "O", "O", "C", "H", "H", "H", "H", "H", "H", "H", "H", "H"],
  "xyz": [[-2.490, -0.185, 0.311], [-1.218, -0.427, -0.363], [-0.139, 0.256, -0.060], [0.748, 0.880, -1.230], [0.005, 1.171, -2.174], [1.937, 1.027, -0.989], [2.273, -0.491, 0.711], [-2.369, -0.298, 1.388], [-3.242, -0.892, -0.038], [-2.830, 0.835, 0.093], [-1.279, -0.607, -1.363], [1.093, -0.481, 0.386], [-0.216, 0.845, 0.857], [2.746, 0.451, 1.033], [2.880, -0.920, -0.097], [2.101, -1.164, 1.535]],
  "total_charge": 0,
  "homo_energy_ev": -9.2
}



No. 9
{
  "formula": "C4H9NO2",
  "method": "ωB97M-V/def2-TZVPD",
  "elements": ["C", "O", "C", "C", "C", "N", "O", "H", "H", "H", "H", "H", "H", "H", "H", "H"],
  "xyz": [[-1.020, 0.067, -1.610], [0.358, 0.059, -1.929], [-1.357, -0.785, -0.385], [-0.890, -0.172, 0.952], [0.547, 0.312, 1.027], [1.393, -0.609, 1.626], [0.928, 1.407, 0.702], [-1.260, 1.092, -1.350], [-1.575, -0.327, -2.466], [0.701, -0.828, -1.792], [-2.432, -0.964, -0.363], [-0.878, -1.764, -0.508], [-1.530, 0.694, 1.147], [-1.131, -0.896, 1.699], [1.057, -1.305, 2.261], [2.345, -0.282, 1.580]],
  "total_charge": 0,
  "homo_energy_ev": -9.8,
  "smiles": "NC(=O)CCCO"
}



No. 10
{
  "formula": "C4H9NO2",
  "method": "ωB97M-V/def2-TZVPD",
  "elements": ["N", "C", "O", "C", "C", "C", "O", "H", "H", "H", "H", "H", "H", "H", "H", "H"],
  "xyz": [[-0.547, -1.575, 1.069], [-1.184, -0.409, 1.353], [-2.096, -0.336, 2.164], [-0.699, 0.852, 0.622], [0.724, 0.930, 0.036], [0.918, 0.375, -1.373], [0.804, -1.044, -1.364], [-0.950, -2.411, 1.470], [0.025, -1.653, 0.236], [-1.413, 1.061, -0.186], [-0.854, 1.644, 1.363], [0.998, 1.991, -0.024], [1.460, 0.463, 0.704], [0.181, 0.814, -2.063], [1.916, 0.659, -1.737], [0.714, -1.361, -2.270]],
  "total_charge": 0,
  "homo_energy_ev": -9.4,
  "smiles": "NC(=O)CCCO"
}



No. 11
{
  "formula": "C4H9NO2",
  "method": "ωB97M-V/def2-TZVPD",
  "elements": ["C", "N", "C", "O", "O", "C", "C", "H", "H", "H", "H", "H", "H", "H", "H", "H"],
  "xyz": [[-0.650, -0.567, -0.138], [-0.570, 0.760, -0.719], [0.040, 1.124, -1.920], [-0.147, 0.233, -2.915], [0.681, 2.123, -2.047], [-0.291, -0.521, 1.349], [1.185, -0.260, 1.595], [0.062, -1.221, -0.635], [-1.676, -0.939, -0.205], [-0.987, 1.523, -0.216], [-0.856, -0.369, -2.641], [-0.888, 0.235, 1.859], [-0.629, -1.486, 1.748], [1.491, 0.606, 1.006], [1.782, -1.109, 1.241], [1.454, -0.133, 2.637]],
  "total_charge": 0,
  "homo_energy_ev": -9.6,
  "smiles": "CCCNC(=O)O"
}



No. 12
{
  "formula": "C4H9NO2",
  "method": "ωB97M-V/def2-TZVPD",
  "elements": ["C", "C", "C", "O", "H", "H", "H", "H", "H", "H", "N", "C", "O", "H", "H", "H"],
  "xyz": [[1.275, -0.526, 0.674], [0.214, 0.920, -1.187], [0.385, 0.642, 0.298], [0.954, 0.238, -2.108], [0.776, -0.707, -2.020], [0.233, 1.976, -1.473], [0.624, 1.529, 0.882], [2.312, -0.312, 0.417], [1.217, -0.713, 1.745], [0.980, -1.439, 0.155], [-1.736, -0.889, 0.732], [-1.216, 0.337, 0.248], [-1.237, 0.433, -1.150], [-1.731, -0.948, 1.740], [-1.294, -1.697, 0.314], [-1.758, 1.159, 0.733]],
  "total_charge": 0,
  "homo_energy_ev": -9.1,
  "smiles": "C[C@@H]1[C@H](N)O[C@@H]1O"
}



No. 13
{
  "formula": "C4H9NO2",
  "method": "ωB97M-V/def2-TZVPD",
  "elements": ["N", "C", "O", "C", "C", "C", "O", "H", "H", "H", "H", "H", "H", "H", "H", "H"],
  "xyz": [[1.756, 0.563, 0.880], [0.891, -0.502, 1.054], [0.564, -0.810, 2.182], [0.281, -1.165, -0.160], [-1.130, -0.612, -0.424], [-1.163, 0.822, -0.956], [-0.879, 1.808, 0.011], [2.371, 0.641, 0.082], [2.140, 0.812, 1.783], [0.905, -1.069, -1.058], [0.213, -2.227, 0.095], [-1.627, -1.267, -1.149], [-1.704, -0.656, 0.508], [-0.489, 0.906, -1.827], [-2.173, 1.045, -1.315], [0.044, 1.709, 0.293]],
  "total_charge": 0,
  "homo_energy_ev": -10.1,
  "smiles": "NC(=O)CCCO"
}



No. 14
{
  "formula": "C4H9NO2",
  "method": "ωB97M-V/def2-TZVPD",
  "elements": ["O", "C", "C", "C", "C", "O", "N", "H", "H", "H", "H", "H", "H", "H", "H", "H"],
  "xyz": [[-2.725, 0.696, 0.221], [-2.015, -0.185, -0.142], [-0.547, -0.329, 0.292], [0.273, 0.881, -0.173], [1.574, 0.909, 0.611], [0.609, 0.606, -1.554], [-0.089, -1.627, -0.204], [-2.188, -0.485, -1.204], [-0.566, -0.373, 1.386], [-0.260, 1.827, -0.164], [2.276, 1.645, 0.221], [1.404, 1.125, 1.669], [2.051, -0.071, 0.541], [0.351, -0.314, -1.702], [0.683, -1.996, 0.322], [-0.832, -2.309, -0.120]],
  "total_charge": 0,
  "homo_energy_ev": -9.9,
  "smiles": "C[C@@H](O)[C@H](N)C=O"
}



No. 15
{
  "formula": "C4H9NO2",
  "method": "ωB97M-V/def2-TZVPD",
  "elements": ["C", "C", "C", "C", "O", "O", "N", "H", "H", "H", "H", "H", "H", "H", "H", "H"],
  "xyz": [[-0.391, -1.828, -0.798], [-0.337, -0.529, 0.027], [0.881, 0.299, -0.314], [0.896, 1.573, 0.465], [1.056, 1.294, 1.794], [0.765, 2.695, 0.072], [-1.615, 0.168, -0.242], [-0.223, -1.513, -1.826], [-1.340, -2.334, -0.677], [0.409, -2.520, -0.516], [-0.283, -0.765, 1.093], [1.784, -0.281, -0.100], [0.985, 0.473, -1.380], [1.272, 2.141, 2.206], [-1.590, 1.157, -0.309], [-2.267, -0.030, 0.506]],
  "total_charge": 0,
  "homo_energy_ev": -9.4,
  "smiles": "C[C@H](N)CC(=O)O"
}



Calculated energy relative to the best compared isomer or geometry (same formula, charge and spin) in order - 415.7; 191.5; 318.2; 215.0; 96.9; 233.5; 368.5; 389.0; 93.7; 54.2; 64.2; 186.1; 61.8; 210.7; 60.3 kJ/mol